{"formula": "C40H38N2O5", "method": "ωB97M-V/def2-TZVPD", "symbols": ["C", "N", "C", "O", "C", "C", "C", "C", "C", "C", "C", "C", "N", "C", "C", "C", "C", "C", "C", "C", "C", "C", "C", "C", "C", "C", "C", "C", "C", "C", "C", "H", "H", "H", "H", "H", "H", "H", "H", "H", "H", "H", "H", "H", "H", "H", "H", "H", "H", "H", "H", "H", "H", "H", "H", "H", "H", "H", "C", "C", "C", "O", "C", "O", "C", "C", "C", "C", "C", "C", "C", "C", "O", "O", "H", "H", "H", "H", "H", "H", "H", "H", "H", "H", "H"], "positions_angstrom": [[1.242, 4.516, 2.344], [1.031, 3.768, 1.124], [1.916, 3.802, 0.073], [2.914, 4.516, 0.013], [1.443, 2.768, -0.951], [2.556, 1.767, -1.267], [3.015, 1.145, 0.033], [4.057, 1.716, 0.771], [4.451, 1.156, 1.984], [3.758, 0.066, 2.517], [2.667, -0.455, 1.820], [2.379, 0.017, 0.545], [0.298, 2.156, -0.284], [-0.164, 0.952, -0.668], [-0.874, 0.151, 0.201], [-1.320, -1.135, -0.091], [-2.616, -1.531, 0.387], [-3.401, -2.491, -0.303], [-4.760, -2.628, -0.018], [-5.347, -1.931, 1.057], [-4.574, -1.020, 1.794], [-3.238, -0.827, 1.462], [0.006, 2.741, 1.049], [-1.370, 3.302, 1.224], [-1.811, 4.333, 0.479], [-3.075, 5.015, 0.690], [-3.410, 6.168, -0.065], [-4.648, 6.792, 0.080], [-5.578, 6.312, 1.018], [-5.246, 5.197, 1.801], [-4.010, 4.563, 1.650], [2.087, 5.192, 2.186], [0.337, 5.091, 2.577], [1.451, 3.828, 3.178], [1.069, 3.302, -1.841], [2.201, 1.012, -1.985], [3.379, 2.342, -1.722], [4.541, 2.618, 0.387], [5.288, 1.593, 2.528], [4.053, -0.375, 3.469], [2.044, -1.251, 2.228], [1.621, -0.496, -0.054], [0.059, 0.607, -1.682], [-1.103, 0.577, 1.180], [-0.759, -1.769, -0.776], [-2.910, -3.051, -1.107], [-5.383, -3.281, -0.633], [-6.399, -2.077, 1.316], [-5.011, -0.449, 2.620], [-2.665, -0.085, 2.019], [0.191, 2.004, 1.853], [-1.958, 2.856, 2.027], [-1.191, 4.728, -0.333], [-2.673, 6.556, -0.771], [-4.902, 7.657, -0.537], [-6.548, 6.802, 1.136], [-5.961, 4.817, 2.534], [-3.758, 3.703, 2.270], [2.172, -6.313, -1.145], [0.811, -6.145, -0.503], [0.296, -7.401, 0.222], [0.852, -5.092, 0.507], [0.920, -3.795, 0.048], [0.826, -2.882, 0.854], [0.948, -3.647, -1.389], [1.878, -2.849, -2.110], [1.780, -2.681, -3.530], [2.708, -1.879, -4.191], [3.754, -1.242, -3.496], [3.891, -1.454, -2.122], [3.008, -2.281, -1.443], [-0.095, -4.469, -1.987], [-0.944, -4.079, -2.767], [-0.184, -5.764, -1.484], [2.510, -5.386, -1.625], [2.905, -6.603, -0.388], [2.134, -7.100, -1.903], [-0.672, -7.203, 0.691], [0.172, -8.243, -0.462], [0.986, -7.710, 1.011], [0.964, -3.209, -4.045], [2.628, -1.768, -5.275], [4.481, -0.619, -4.031], [4.717, -0.993, -1.581], [3.164, -2.548, -0.395]], "atomic_forces_ev_per_a": [[-0.183, -0.045, 0.122], [0.627, -0.028, -0.686], [0.423, 0.652, 0.810], [-1.379, -0.901, -0.284], [-0.237, 0.808, -0.587], [0.286, 0.136, 0.078], [0.456, -0.344, 0.092], [-0.024, 0.096, -0.076], [-0.022, -0.042, 0.073], [-0.229, 0.208, -0.072], [0.202, -0.224, -0.003], [-0.431, 0.227, -0.017], [-0.740, -1.288, -0.281], [1.029, 0.665, 0.803], [-0.303, -0.486, 0.355], [-0.201, 1.047, -0.236], [-1.171, -0.499, 1.249], [0.641, 0.453, -0.067], [-0.263, 0.078, 0.487], [0.536, 0.034, -0.446], [0.304, -0.201, -0.073], [-0.132, -0.017, -0.331], [0.988, -0.103, 0.106], [-0.416, 0.487, -0.624], [0.473, -0.676, 0.541], [-1.436, 0.781, 0.192], [0.124, -0.629, 0.252], [-0.257, -0.119, 0.367], [0.512, -0.159, -0.225], [0.199, 0.097, -0.116], [-0.034, 0.358, -0.431], [-0.186, -0.195, 0.048], [0.215, -0.028, 0.027], [0.035, 0.216, -0.195], [0.402, -0.139, 0.099], [0.261, 0.208, 0.190], [-0.312, -0.257, 0.021], [-0.036, -0.342, 0.163], [-0.170, -0.132, -0.128], [-0.084, 0.210, -0.180], [0.366, -0.021, -0.154], [0.377, 0.090, 0.379], [0.159, 0.176, 0.343], [-0.398, -0.071, -0.562], [-0.265, 0.038, -0.467], [-0.324, 0.098, 0.153], [0.310, 0.079, 0.272], [0.349, 0.023, -0.217], [0.154, -0.317, -0.338], [-0.254, -0.317, -0.088], [0.108, 0.051, -0.365], [0.086, 0.262, -0.237], [-0.005, -0.135, 0.307], [-0.265, -0.101, 0.097], [0.147, -0.265, 0.225], [0.360, -0.193, -0.055], [0.231, 0.125, -0.198], [-0.241, 0.225, -0.152], [0.412, -0.112, -0.176], [-0.543, 0.844, 0.147], [-0.011, 0.329, -0.156], [-0.380, -0.237, -0.002], [-0.029, -0.344, -0.780], [0.449, -0.067, 0.497], [-0.738, -0.880, 0.432], [0.341, 0.826, -0.533], [0.160, 0.173, 0.706], [0.060, -0.154, 0.111], [-0.126, 0.065, -0.198], [0.017, -0.218, -0.227], [-0.569, -0.300, -0.413], [0.437, 0.329, 0.479], [0.155, -0.635, -0.269], [-0.015, 0.006, 0.342], [-0.118, -0.375, 0.192], [-0.102, 0.019, -0.017], [-0.078, 0.030, 0.078], [0.129, 0.145, -0.152], [0.093, 0.228, -0.121], [0.079, 0.202, -0.142], [0.460, 0.483, 0.105], [0.056, 0.022, 0.310], [-0.356, -0.249, 0.196], [-0.105, -0.124, -0.098], [-0.041, 0.341, -0.274]], "e_tot_ha": -2032.68747, "e_above_lowest_kj_mol": 0.0, "orbital_gap_ev": 3.75}